{
  "formula": "C3H3F3O4S",
  "method": "wB97M-V/def2-TZVPD",
  "species": ["F", "C", "S", "H", "H", "C", "F", "O", "O", "H", "O", "O", "C", "F"],
  "coordinates": [[-2.12, -2.03, 0.08], [0.13, -0.35, 1.43], [-3.13, 0.45, 0.12], [0.53, -0.90, -0.70], [-0.33, -1.23, 1.82], [-0.01, -0.11, -0.07], [-3.93, -0.37, 1.24], [0.08, 1.15, -0.55], [-2.46, 1.47, 0.89], [-0.26, 1.95, -0.13], [-4.09, 0.86, -0.87], [0.48, 0.44, 2.24], [-1.88, -0.85, -0.40], [-2.08, -1.01, -1.72]],
  "mulliken_charge": [-0.223, -0.010, 1.138, 0.370, 0.417, -0.014, -0.232, -0.491, -0.572, 0.397, -0.544, -0.415, 0.418, -0.239],
  "gap_ev": 10.341,
  "multiplicity": 1,
  "lumo_ev": -0.3,
  "total_energy_ha": -1114.7528,
  "e_above_lowest_kcal_mol": 25.5
}